Computed, not measured: a cluster of 8 separate species, C35H50NO17 in total at a distorted geometry, with ωB97M-V/def2-TZVPD.

The geometry in XYZ format:
```
103
Properties=species:S:1:pos:R:3:forces:R:3
C -2.659 4.689 -0.578 -1.134 -0.579 -0.337
H -0.140 1.794 0.396 2.053 -1.565 -1.647
H 0.620 4.899 1.925 2.255 -0.126 -1.090
H 6.683 -4.041 1.899 0.245 -0.080 -0.350
O 3.127 3.739 0.041 -2.346 1.652 3.269
H -6.751 -3.138 -1.277 -1.379 -6.359 -2.773
C 1.430 5.072 1.052 0.679 1.479 8.194
O 0.677 -3.359 0.657 -0.760 0.460 1.045
C -1.872 -4.912 -3.723 0.467 -0.340 0.797
H 0.726 -4.255 -1.442 -1.584 5.278 -3.815
C -1.572 -3.484 -3.787 -1.915 5.174 3.061
H 1.651 1.584 0.133 3.831 2.935 1.487
H 2.634 -4.628 2.237 -2.615 -1.723 -1.786
C -1.923 2.364 5.092 -0.317 -4.540 -7.348
O -3.228 0.369 0.696 1.213 3.687 1.454
O -2.028 3.241 7.220 -1.582 -0.372 1.456
H 0.186 4.049 6.966 1.494 1.708 2.280
H 0.933 4.702 0.353 -4.190 -2.372 -6.816
H 0.857 0.279 0.588 -0.382 -1.916 0.806
O 1.034 2.009 2.921 1.273 -0.312 -1.131
C -2.736 -1.838 0.331 -1.825 -5.244 -1.258
C -3.229 -3.199 -0.329 2.167 9.250 4.678
C -5.411 -2.261 -0.684 -2.805 10.173 3.732
H 4.725 4.478 1.875 0.830 0.645 -1.181
C -3.908 4.164 -0.026 -4.337 -0.958 0.022
C -1.389 3.005 6.231 0.802 2.162 0.232
H 2.282 -1.596 -0.477 -1.602 0.260 3.323
O -6.401 3.759 -0.142 9.539 -3.286 4.182
H -2.316 -5.144 -2.744 -1.008 0.259 -0.762
C 0.805 3.134 4.982 -1.296 2.674 5.129
C 1.077 -5.004 -0.962 -4.585 -4.167 5.626
O 3.635 -1.745 -1.724 1.555 -2.355 -0.403
C 1.074 -4.484 0.505 2.375 -0.686 -1.552
H 0.956 2.433 -3.102 -0.135 -1.374 0.902
N 0.924 0.825 -1.462 -2.694 0.248 0.690
H 7.408 -5.626 -1.593 -0.539 0.899 -2.202
O -6.783 -2.321 -0.960 3.857 4.405 2.245
O -4.856 -4.370 -1.396 -0.703 0.528 0.858
H -1.906 6.636 -3.054 -1.009 1.342 -2.223
H -1.267 0.395 -1.460 1.305 0.670 -0.040
H -5.661 -0.098 0.079 -0.668 0.122 -0.472
H 1.374 2.977 -1.446 -0.532 -1.887 -0.940
H -3.872 2.566 5.512 1.117 -0.837 -0.046
C 7.402 -5.330 -0.580 0.903 4.404 -1.896
H 6.131 -2.667 1.104 -4.555 5.517 0.749
O 5.437 -3.991 -0.900 -0.344 0.292 -0.369
H -0.275 -1.877 -4.740 -1.307 0.116 0.255
H -0.656 -3.439 -5.494 1.432 -0.051 -0.569
O -1.552 4.491 -0.122 -0.086 -0.030 0.112
H -0.193 -0.832 -1.185 0.322 -2.475 0.493
C 0.740 2.174 -2.025 6.218 2.372 -1.474
H 1.125 -5.788 2.086 -1.938 -1.152 2.306
C -5.272 4.356 -0.682 4.821 -3.705 5.836
C 1.845 -5.309 1.549 2.080 4.511 0.502
H 3.785 -2.746 -1.433 -0.376 3.180 -0.771
C -0.109 3.610 6.105 4.263 -3.888 -6.908
O -1.541 -1.698 0.984 -4.357 4.784 -1.421
C 0.785 1.136 0.005 -3.608 0.096 0.224
H -0.439 -0.125 -2.953 0.903 -0.264 2.534
H -3.714 3.501 0.929 -1.035 1.418 -2.031
H 1.478 6.134 1.131 0.481 0.852 -0.575
C -4.981 -0.895 -0.134 -1.793 -5.746 -1.738
H -6.980 4.171 -0.581 -8.511 4.597 -5.390
C -3.667 -0.674 0.375 -0.186 -2.943 -1.833
C 3.692 4.514 2.113 0.619 -1.447 3.039
C 2.212 0.111 -1.818 -0.194 1.242 10.190
C -2.876 5.429 -1.833 -4.284 3.629 -4.525
H 8.460 -5.213 -0.494 0.555 0.069 1.431
H -0.159 2.485 -1.803 -5.065 1.161 0.933
H 0.443 -3.144 -4.083 3.195 -1.862 1.093
O -6.416 5.201 -2.551 -2.307 -0.799 0.253
H 1.591 -2.026 -2.032 0.869 1.655 0.839
C 2.717 4.378 1.102 2.224 -1.773 -5.920
H 2.460 3.533 5.653 6.870 2.745 16.559
C 6.715 -3.407 1.006 4.898 -4.570 -0.924
H 7.732 -3.028 0.839 0.056 -0.032 0.629
O -1.806 6.114 -2.307 0.688 -2.658 3.280
C -4.534 -3.356 -0.746 0.818 -3.288 -3.054
H 3.004 0.729 -1.276 -0.788 -0.918 -0.589
H 1.961 -5.380 -1.199 3.662 -1.847 -1.400
C -4.220 5.662 -2.489 6.455 -1.104 2.232
H 2.306 0.317 -2.702 1.260 1.523 -9.950
C -0.264 0.002 -1.784 -2.284 1.063 -3.473
H -2.410 -5.203 -4.644 0.429 -0.506 0.725
H 2.403 -6.070 1.127 1.222 -1.358 -1.249
C -5.400 5.015 -1.936 1.752 2.767 -2.549
H -1.621 1.437 3.041 0.994 0.698 0.929
C 0.307 2.312 3.826 -0.112 0.813 0.802
C -0.427 -2.942 -4.550 -2.345 0.140 -2.518
H 0.159 -5.736 -1.066 2.091 0.584 0.261
H -4.201 6.281 -3.424 -0.499 -0.805 1.127
H -1.271 -2.532 0.919 3.313 -5.613 0.125
H 6.982 -6.192 -0.361 -1.699 -4.187 2.900
O -3.257 1.904 5.094 1.889 1.777 -0.033
H 3.482 5.250 2.852 -0.160 0.563 0.648
C 6.444 -4.146 -0.251 0.233 -2.315 -0.006
O -2.226 -2.638 -3.128 0.670 -1.925 -0.994
H -2.446 -3.803 -0.285 2.570 -3.548 -0.478
H 3.684 3.517 2.606 -0.534 0.388 0.375
H -0.893 -5.330 -3.524 0.442 -0.933 -1.120
C -1.059 1.981 3.855 -6.475 0.525 4.654
C 2.323 -1.309 -1.450 -0.530 -3.500 -2.864
O 2.152 3.426 4.942 -8.946 -3.172 -16.704
```
Forces are in eV/Å.

Calculated values
- strongest force on any atom (eV Å⁻¹) = 19.21
- HOMO energy (Eh) = -0.3937
- energy above the lowest of the compared OMol25 structures with the same formula, charge and spin (eV) = 5.929
- energy (eV) = -73375.997
- charge = +1